No. 1
Entry from OMol25: 2 unconnected molecules or ions with the total composition C4H11N3 (ωB97M-V/def2-TZVPD).

```
! wB97M-V def2-TZVPD RIJCOSX def2/J DEFGRID3
* xyz 0 1
C 1.1933 -0.9663 -0.2406
C -1.0831 -0.0361 0.1756
C -1.0584 1.2753 0.8308
C -1.8057 -0.2321 -1.1161
N 2.2280 -1.3016 0.5757
N 0.9685 0.2460 -0.7116
N 1.5702 1.3275 -0.3153
H 0.6087 -1.7809 -0.6439
H -1.0556 -0.8997 0.8312
H 2.4791 -2.2674 0.6941
H 2.9518 -0.6234 0.7544
H 2.0617 1.1755 0.5862
H -0.0962 1.7921 0.5500
H -1.8518 1.9342 0.4679
H -1.0967 1.2136 1.9188
H -1.4521 -1.1139 -1.6566
H -1.6815 0.6334 -1.7668
H -2.8800 -0.3764 -0.9337
*
```

Output
Max |F|, eV/A: 0.6
Energy, Ha: -323.12982
E_HOMO (alpha / beta), eV: -7.15 / -7.15
Frontier orbital gap (alpha / beta), eV: 7.8329 / 7.8318

Here are the Mulliken charges for atoms 1 to 5, given in e:
1 C 0.092
2 C 0.007
3 C -1.067
4 C -1.190
5 N -0.409

No. 2
Entry from OMol25: 2 unconnected molecules or ions with the total composition C4H11N3 (ωB97M-V/def2-TZVPD).

```
! wB97M-V def2-TZVPD RIJCOSX def2/J DEFGRID3
* xyz 1 2
C -2.7066 -0.5882 2.3097
N -0.0675 -1.2570 1.5843
C -1.1043 -1.4519 0.7408
N -2.3488 -1.1517 0.9979
H -2.3170 -1.2293 3.1013
H -3.7923 -0.5470 2.3400
H -2.3679 0.4466 2.4190
H 0.8739 -1.2139 1.1962
H -0.2209 -0.6881 2.4117
H -0.7959 -1.9239 -0.1883
C 1.8740 0.1822 -2.2723
C 1.9036 2.4582 -1.8488
N 2.2572 1.3214 -1.4335
H 2.7670 -0.3114 -2.6497
H 1.1907 0.4726 -3.0760
H 1.3587 -0.5078 -1.5983
H 2.0383 3.3242 -1.2060
H 1.4577 2.6652 -2.8280
*
```

Output
⟨S²⟩: 0.768
Max |F|, eV/A: 2.6
Energy, Ha: -322.89569
E_HOMO (alpha / beta), eV: -12.61 / -12.61
Frontier orbital gap (alpha / beta), eV: 8.4136 / 3.9421

Here are the Mulliken charges for atoms 1 to 5, given in e:
1 C -0.894
2 N -0.244
3 C 0.275
4 N -0.162
5 H 0.403

No. 3
Entry from OMol25: 2 unconnected molecules or ions with the total composition C4H11N3 (ωB97M-V/def2-TZVPD).

```
! wB97M-V def2-TZVPD RIJCOSX def2/J DEFGRID3
* xyz 2 1
C -2.8556 -0.1403 -0.1290
C 2.6132 0.4761 0.7587
C 3.3023 -0.2635 -0.2455
C 0.7800 -0.4689 -0.6621
N -3.3606 -0.9522 0.7040
N -3.3301 1.0249 -0.3999
N 1.9059 0.2698 -0.5062
H 2.2497 0.0179 1.6448
H 2.8855 1.4894 0.9175
H 4.3176 -0.0604 -0.6624
H 3.1493 -1.4448 -0.1533
H 0.0047 -0.1710 -1.2982
H 0.8703 -1.3813 -0.0883
H -3.0044 -1.8661 0.8437
H -4.0312 -0.5522 1.4525
H -2.9154 1.5892 -1.1013
H -4.3198 1.2264 -0.0682
H 1.7384 1.2070 -1.0070
*
```

Output
Max |F|, eV/A: 5.7
Energy, Ha: -322.44681
E_HOMO (alpha / beta), eV: -19.18 / -16.89
Frontier orbital gap (alpha / beta), eV: 10.8782 / 6.5536

Here are the Mulliken charges for atoms 1 to 5, given in e:
1 C 0.516
2 C -0.319
3 C -0.246
4 C -0.588
5 N -0.322

energy of number 3 (C4H11N3)? -322.44681 Ha